1.
{"formula": "C4H5N", "method": "ωB97M-V/def2-TZVPD", "homo_lumo_gap_ha": 0.33402, "smiles": "C/C=C1C=N/1", "homo_ha": -0.3095, "multiplicity": 1, "elements": ["C", "C", "C", "C", "N", "H", "H", "H", "H", "H"], "coordinates": [[0.542, -0.348, -2.791], [0.157, -0.286, -1.344], [-0.498, 0.011, -0.224], [0.260, -0.169, 1.032], [1.433, -0.623, -1.844], [0.494, -0.334, -3.858], [-1.452, 0.470, -0.364], [0.334, -1.236, 1.339], [-0.282, 0.459, 1.778], [1.306, 0.206, 0.661]]}

***

2.
{"formula": "C4H5N", "method": "ωB97M-V/def2-TZVPD", "homo_lumo_gap_ha": 0.31566, "smiles": "C=CC=C=N", "homo_ha": -0.2843, "multiplicity": 1, "elements": ["C", "C", "C", "C", "N", "H", "H", "H", "H", "H"], "coordinates": [[-0.560, 1.115, 0.053], [0.746, 0.536, 0.100], [-1.687, 0.361, 0.018], [0.996, -0.784, 0.195], [-2.420, -0.585, 0.126], [-0.746, 2.202, 0.203], [1.656, 1.184, 0.083], [0.154, -1.430, 0.226], [1.926, -1.198, 0.141], [-3.227, -0.967, -0.400]]}

***

Short version: 2 is the most stable of them.

***

1.
{"formula": "C3H10NO2", "method": "ωB97M-V/def2-TZVPD", "homo_lumo_gap_ha": 0.29680, "homo_ha": -0.1331, "multiplicity": 1, "total_charge": -1, "elements": ["C", "O", "H", "H", "H", "C", "O", "C", "N", "H", "H", "H", "H", "H", "H", "H"], "coordinates": [[2.371, 1.357, 0.090], [1.550, 0.296, 0.418], [1.813, 2.309, 0.109], [3.217, 1.458, 0.790], [2.788, 1.273, -0.926], [-1.534, 0.354, -0.256], [-0.725, 1.094, 0.600], [-1.570, -1.137, 0.100], [-0.434, -1.856, -0.476], [-2.569, 0.723, -0.172], [-1.229, 0.452, -1.310], [0.383, 0.707, 0.509], [-1.593, -1.174, 1.197], [-2.487, -1.608, -0.277], [-0.423, -2.827, -0.192], [0.443, -1.421, -0.204]]}

***

2.
{"formula": "C3H10NO2", "method": "ωB97M-V/def2-TZVPD", "homo_lumo_gap_ha": 0.28153, "homo_ha": -0.1212, "multiplicity": 1, "total_charge": -1, "elements": ["C", "N", "C", "O", "C", "H", "H", "H", "H", "H", "H", "H", "H", "H", "H", "O"], "coordinates": [[0.920, 0.898, -0.116], [-0.285, 0.886, 0.702], [-1.525, 0.960, -0.122], [-1.794, -0.134, -0.883], [1.840, -0.309, 0.074], [1.547, 1.786, 0.094], [0.664, 1.011, -1.180], [-0.335, 0.007, 1.203], [-2.329, 1.152, 0.624], [-1.419, 1.889, -0.726], [1.309, -1.261, 0.130], [2.517, -0.445, -0.775], [2.428, -0.174, 0.989], [-1.560, -2.565, 0.504], [-1.101, -1.347, -0.378], [-0.876, -2.352, -0.139]]}

***

Short version: 2 is the most stable of them.

***

1.
{"formula": "C3H10NO2", "method": "ωB97M-V/def2-TZVPD", "homo_lumo_gap_ha": 0.28470, "homo_ha": -0.1275, "multiplicity": 1, "total_charge": -1, "elements": ["C", "N", "C", "O", "C", "H", "H", "H", "H", "H", "H", "H", "H", "H", "H", "O"], "coordinates": [[-0.132, -0.291, 1.074], [0.878, -1.220, 0.413], [0.068, -1.709, -1.012], [-0.539, -0.755, -1.625], [0.395, 1.131, 1.320], [-0.453, -0.714, 1.965], [-1.013, -0.220, 0.406], [1.633, -0.782, 0.018], [0.960, -1.938, -1.564], [-0.746, -2.480, -0.772], [1.447, 1.103, 1.705], [0.316, 1.679, 0.334], [-0.262, 1.539, 2.121], [-1.298, 1.961, -1.055], [-0.455, 0.863, -1.544], [-0.800, 1.834, -1.782]]}

***

2.
{"formula": "C3H10NO2", "method": "ωB97M-V/def2-TZVPD", "homo_lumo_gap_ha": 0.27845, "homo_ha": -0.1178, "multiplicity": 1, "total_charge": -1, "elements": ["C", "O", "C", "C", "N", "H", "H", "H", "H", "H", "H", "H", "H", "H", "H", "O"], "coordinates": [[0.010, 0.136, 1.122], [-0.862, -0.830, 1.264], [1.003, 0.202, 0.026], [0.392, 0.550, -1.257], [1.901, -0.919, -0.139], [-0.539, 1.136, 1.069], [0.663, 0.319, 1.966], [1.622, 1.019, 0.387], [-0.462, -0.123, -1.546], [1.178, 0.487, -2.079], [-0.089, 1.627, -1.217], [1.385, -1.696, -0.542], [2.249, -1.198, 0.770], [-2.066, -0.524, 0.373], [-3.526, 0.197, 0.088], [-2.858, -0.384, -0.285]]}

***

3.
{"formula": "C3H10NO2", "method": "ωB97M-V/def2-TZVPD", "homo_lumo_gap_ha": 0.27050, "homo_ha": -0.1181, "multiplicity": 1, "total_charge": -1, "elements": ["C", "O", "C", "C", "N", "H", "H", "H", "H", "H", "H", "H", "H", "H", "H", "O"], "coordinates": [[0.178, -0.834, 0.930], [0.880, -0.654, -0.234], [-0.537, 0.524, 1.256], [-1.927, 0.492, 0.643], [0.358, 1.674, 0.745], [-0.679, -1.445, 0.898], [0.935, -1.135, 1.783], [-0.537, 0.670, 2.436], [-1.950, 0.589, -0.357], [-2.470, 1.428, 1.031], [-2.562, -0.425, 0.869], [-0.176, 2.555, 0.545], [0.805, 1.279, -0.143], [1.039, -0.982, -1.824], [0.292, -1.082, -3.168], [1.184, -1.129, -2.799]]}

***

Short version: 2 is the most stable of them.

***

1.
{"formula": "C2H7BO3", "method": "ωB97M-V/def2-TZVPD", "homo_lumo_gap_ha": 0.37919, "smiles": "OCCB(O)O", "homo_ha": -0.3689, "multiplicity": 1, "elements": ["B", "C", "C", "O", "O", "O", "H", "H", "H", "H", "H", "H", "H"], "coordinates": [[-0.148, -0.454, 1.242], [-0.427, 0.542, 0.064], [-0.137, 0.060, -1.506], [1.065, -1.169, 1.267], [-1.005, -0.476, 2.314], [0.082, 1.197, -2.258], [0.410, 1.282, 0.099], [-1.426, 1.000, 0.072], [0.696, -0.564, -1.536], [-1.055, -0.513, -1.706], [1.380, -1.485, 2.057], [-0.923, -1.344, 2.745], [-0.334, 2.012, -1.753]]}

***

2.
{"formula": "C2H7BO3", "method": "ωB97M-V/def2-TZVPD", "homo_lumo_gap_ha": 0.35676, "homo_ha": -0.3490, "multiplicity": 1, "elements": ["B", "C", "C", "O", "O", "O", "H", "H", "H", "H", "H", "H", "H"], "coordinates": [[1.264, -0.064, -0.142], [-1.795, -0.175, 0.325], [0.344, 0.652, -1.108], [1.153, -1.428, 0.026], [2.040, 0.759, 0.585], [-0.721, 0.694, 0.547], [-2.644, 0.213, -0.175], [-2.368, -0.334, 1.307], [-1.565, -1.171, -0.220], [0.165, 1.756, -1.285], [-0.354, 0.302, -1.893], [1.639, -1.809, 0.784], [2.844, 0.605, 1.251]]}

***

Short version: 1 is the most stable of them.

***

1.
{"formula": "C2H7BO3", "method": "ωB97M-V/def2-TZVPD", "homo_lumo_gap_ha": 0.38295, "smiles": "CC(O)(O)BO", "homo_ha": -0.3643, "multiplicity": 1, "elements": ["B", "C", "C", "O", "O", "O", "H", "H", "H", "H", "H", "H", "H"], "coordinates": [[1.431, 0.063, 0.417], [-1.179, 0.779, -0.239], [-0.170, -0.448, 0.168], [-0.248, -1.157, -1.090], [1.847, 0.943, -0.547], [-0.737, -1.150, 1.219], [-1.509, 0.679, -1.292], [-2.206, 0.722, 0.240], [-0.794, 1.662, 0.052], [2.348, -0.171, 1.312], [0.107, -2.035, -0.810], [2.764, 1.391, -0.388], [-1.654, -1.279, 0.958]]}

***

2.
{"formula": "C2H7BO3", "method": "ωB97M-V/def2-TZVPD", "homo_lumo_gap_ha": 0.41603, "smiles": "CCOB(O)O", "homo_ha": -0.3962, "multiplicity": 1, "elements": ["O", "O", "O", "B", "C", "C", "H", "H", "H", "H", "H", "H", "H"], "coordinates": [[-1.117, -0.517, -1.193], [-2.676, -0.133, 0.619], [-0.229, -0.196, 1.029], [-1.327, -0.259, 0.183], [1.586, 0.821, -0.245], [0.989, -0.425, 0.347], [-1.894, -0.567, -1.800], [-2.902, -0.089, 1.567], [1.654, 1.630, 0.492], [2.604, 0.612, -0.562], [0.935, 1.156, -1.089], [1.649, -0.883, 1.091], [0.728, -1.150, -0.440]]}

***

Short version: 2 is the most stable of them.

***

1.
{"formula": "C3H6N3", "method": "ωB97M-V/def2-TZVPD", "homo_lumo_gap_ha": 0.32706, "homo_ha": -0.5160, "multiplicity": 1, "total_charge": 1, "elements": ["C", "C", "C", "N", "N", "N", "H", "H", "H", "H", "H", "H"], "coordinates": [[1.637, -0.639, -0.136], [0.545, 1.389, 0.296], [-0.807, -0.589, -0.125], [2.703, 0.090, -0.162], [3.345, 0.997, -0.307], [0.475, 0.162, -0.010], [1.598, -1.746, -0.361], [-0.369, 2.003, 0.259], [1.499, 1.967, 0.470], [-0.558, -1.616, -0.694], [-1.639, -0.020, -0.669], [-1.122, -0.849, 0.932]]}

***

2.
{"formula": "C3H6N3", "method": "ωB97M-V/def2-TZVPD", "homo_lumo_gap_ha": 0.37840, "homo_ha": -0.5731, "multiplicity": 1, "total_charge": 1, "elements": ["C", "C", "C", "N", "N", "N", "H", "H", "H", "H", "H", "H"], "coordinates": [[1.647, -0.647, -0.174], [0.236, 0.981, -0.034], [-1.796, -0.450, -0.006], [0.470, -1.152, -0.299], [1.538, 0.728, -0.033], [-0.384, -0.205, -0.183], [2.663, -1.125, 0.033], [-0.586, 2.376, 0.518], [-2.055, -0.311, 0.980], [-2.211, 0.104, -0.807], [-1.883, -1.540, -0.238], [2.361, 1.242, 0.244]]}

***

3.
{"formula": "C3H6N3", "method": "ωB97M-V/def2-TZVPD", "homo_lumo_gap_ha": [0.27766, 0.26904], "homo_ha": [-0.5050, -0.5182], "multiplicity": 1, "total_charge": 1, "elements": ["C", "C", "C", "N", "N", "N", "H", "H", "H", "H", "H", "H"], "coordinates": [[3.523, -0.306, 0.451], [-2.377, -0.120, -0.020], [-1.018, 0.175, -0.180], [0.074, -0.618, -0.026], [1.712, 0.636, -0.636], [2.642, 0.024, -0.255], [4.603, -0.681, 0.478], [-2.837, 0.686, -0.574], [-2.654, -1.110, -0.424], [-2.775, -0.041, 1.054], [-0.716, 1.187, -0.555], [-0.177, 0.169, 0.689]]}

***

4.
{"formula": "C3H6N3", "method": "ωB97M-V/def2-TZVPD", "homo_lumo_gap_ha": 0.32246, "smiles": "C#[N+]/N=N/CC", "homo_ha": -0.5478, "multiplicity": 1, "total_charge": 1, "elements": ["C", "C", "C", "N", "N", "N", "H", "H", "H", "H", "H", "H"], "coordinates": [[-3.519, -0.213, 0.183], [2.003, -0.477, 0.137], [1.002, 0.716, -0.172], [-0.248, 0.063, -0.326], [-1.301, 0.448, 0.166], [-2.409, -0.108, -0.024], [-4.515, -0.679, 0.019], [1.476, -1.296, 0.804], [2.246, -0.826, -0.786], [3.040, -0.144, 0.679], [1.253, 1.054, -1.271], [0.972, 1.461, 0.591]]}

***

Short version: 1 is the most stable of them.